Record 1
{"formula": "C20H23N3O6Ti", "method": "ωB97M-V with the def2-TZVPD basis set", "e_homo_ha": [-0.5158, -0.5640], "multiplicity": 3, "orbital_gap_ev": [7.49, 8.37], "max_force_ev_per_a": 1.358, "de_lowest_kj_mol": 270.2, "total_charge": 2, "elements": ["Ti", "C", "C", "O", "C", "C", "O", "C", "C", "O", "C", "C", "O", "H", "H", "H", "H", "H", "H", "H", "H", "H", "H", "H", "H", "H", "H", "H", "H", "O", "N", "O", "C", "C", "C", "C", "C", "C", "N", "C", "C", "N", "C", "C", "C", "C", "H", "H", "H", "H", "H", "H", "H"], "coordinates": [[-0.632, 0.235, 0.567], [1.514, 1.532, 2.896], [0.116, 2.130, 2.981], [-0.528, 2.085, 1.679], [-0.926, 3.345, 1.089], [-1.399, 3.062, -0.328], [-1.997, 1.752, -0.444], [-3.380, 1.639, 0.024], [-3.392, 0.983, 1.381], [-2.508, -0.158, 1.208], [-1.622, -0.645, 2.251], [0.937, -0.629, 2.020], [1.624, 0.551, 1.852], [1.784, 1.086, 3.854], [2.252, 2.287, 2.643], [0.159, 3.164, 3.318], [-0.519, 1.577, 3.665], [-0.078, 4.030, 1.074], [-1.706, 3.777, 1.714], [-0.576, 3.063, -1.034], [-2.112, 3.822, -0.642], [-3.890, 1.020, -0.708], [-3.851, 2.621, 0.041], [-4.382, 0.630, 1.653], [-3.000, 1.629, 2.164], [-1.720, -1.717, 2.361], [-1.736, -0.103, 3.183], [1.362, -1.408, 1.388], [0.813, -0.929, 3.054], [1.660, -5.328, -2.854], [2.328, -4.365, -3.167], [3.269, -4.374, -3.915], [1.910, -3.047, -2.603], [2.822, -2.078, -2.642], [2.531, -0.794, -2.060], [3.431, 0.286, -2.140], [3.094, 1.491, -1.587], [1.867, 1.598, -0.931], [1.001, 0.603, -0.837], [1.332, -0.590, -1.405], [0.355, -1.682, -1.355], [-0.805, -1.445, -0.679], [-1.785, -2.322, -0.773], [-1.670, -3.500, -1.517], [-0.481, -3.795, -2.108], [0.599, -2.877, -2.014], [3.776, -2.264, -3.117], [4.381, 0.154, -2.645], [3.755, 2.344, -1.636], [1.586, 2.527, -0.448], [-2.688, -2.085, -0.228], [-2.516, -4.169, -1.592], [-0.358, -4.719, -2.652]]}



Record 2
{"formula": "C20H23N3O7", "method": "ωB97M-V with the def2-TZVPD basis set", "e_homo_ha": -0.3148, "smiles": "CC(C)Cn1c(N)c(C(=O)COC(=O)c2ccc3c(c2)OCCO3)c(=O)n(C)c1=O", "orbital_gap_ev": 9.15, "max_force_ev_per_a": 0.671, "de_lowest_kj_mol": 130.4, "elements": ["C", "C", "C", "C", "N", "C", "N", "C", "C", "O", "C", "O", "C", "O", "C", "C", "C", "C", "C", "C", "O", "C", "C", "O", "C", "O", "N", "C", "C", "O", "H", "H", "H", "H", "H", "H", "H", "H", "H", "H", "H", "H", "H", "H", "H", "H", "H", "H", "H", "H", "H", "H", "H"], "coordinates": [[-0.462, -5.299, -1.473], [-0.883, -3.864, -1.780], [-0.325, -3.413, -3.127], [-0.377, -2.944, -0.659], [-0.746, -1.552, -0.865], [-2.022, -1.117, -0.666], [-2.964, -1.981, -0.277], [-2.341, 0.229, -0.878], [-3.557, 0.750, -0.284], [-4.545, 0.071, -0.035], [-3.542, 2.216, 0.133], [-2.277, 2.652, 0.609], [-1.606, 1.821, 1.412], [-2.081, 0.807, 1.876], [-0.201, 2.238, 1.603], [0.339, 3.324, 0.914], [1.671, 3.637, 1.069], [2.489, 2.873, 1.897], [1.958, 1.754, 2.556], [0.614, 1.454, 2.412], [2.735, 0.936, 3.332], [4.118, 1.112, 3.114], [4.461, 2.601, 3.102], [3.794, 3.245, 2.037], [-1.383, 1.107, -1.506], [-1.617, 2.210, -1.957], [-0.091, 0.570, -1.615], [0.967, 1.431, -2.113], [0.282, -0.689, -1.248], [1.435, -1.056, -1.281], [0.622, -5.376, -1.441], [-0.859, -5.625, -0.514], [-0.831, -5.972, -2.242], [-1.976, -3.817, -1.825], [-0.633, -4.100, -3.912], [0.762, -3.384, -3.097], [-0.688, -2.421, -3.384], [0.716, -2.964, -0.646], [-0.734, -3.281, 0.319], [-2.712, -2.844, 0.174], [-3.853, -1.529, -0.034], [-4.309, 2.348, 0.904], [-3.758, 2.852, -0.729], [-0.290, 3.906, 0.261], [2.113, 4.478, 0.558], [0.203, 0.600, 2.926], [4.628, 0.594, 3.926], [4.404, 0.666, 2.152], [5.527, 2.764, 2.943], [4.156, 3.050, 4.057], [0.496, 2.321, -2.522], [1.533, 0.905, -2.880], [1.639, 1.705, -1.298]]}